# C21H42O21

A cluster of 7 separate species, C21H42O21 in total at a distorted geometry (wB97M-V/def2-TZVPD, OMol25).

CARTESIAN COORDINATES (ANGSTROEM)
1 C -0.208 -4.862 3.158
2 O 1.120 -4.829 2.679
3 C 2.263 -4.844 3.447
4 O 2.106 -4.835 4.700
5 O 3.397 -4.884 2.826
6 C 4.588 -4.897 3.538
7 H -0.581 -5.568 3.906
8 H -1.019 -5.131 2.458
9 H -0.356 -3.768 3.521
10 H 5.530 -5.155 2.713
11 H 4.646 -5.664 4.430
12 H 4.827 -3.861 3.917
13 C -1.717 -6.539 -2.403
14 O -0.794 -6.244 -1.266
15 C 0.403 -5.801 -1.451
16 O 0.783 -5.296 -2.533
17 O 1.239 -5.902 -0.501
18 C 2.434 -5.252 -0.496
19 H -2.275 -7.288 -2.035
20 H -1.186 -6.908 -3.207
21 H -2.323 -5.649 -2.617
22 H 2.961 -5.290 0.596
23 H 2.368 -4.141 -0.690
24 H 3.086 -5.639 -1.308
25 C -2.707 0.478 -1.674
26 O -1.910 -0.717 -1.542
27 C -1.157 -0.935 -0.493
28 O -0.820 -0.164 0.355
29 O -0.599 -2.121 -0.585
30 C 0.407 -2.439 0.297
31 H -3.692 0.584 -0.997
32 H -3.087 0.552 -2.670
33 H -2.045 1.283 -1.568
34 H 0.685 -3.442 0.199
35 H 0.418 -2.318 1.489
36 H 1.393 -1.936 0.141
37 C 4.148 0.933 -1.984
38 O 3.437 -0.314 -2.037
39 C 2.165 -0.448 -2.589
40 O 1.548 0.582 -2.864
41 O 1.827 -1.673 -2.959
42 C 0.629 -1.948 -3.858
43 H 4.805 1.024 -1.054
44 H 3.469 1.762 -1.993
45 H 4.560 1.013 -2.859
46 H 0.702 -1.802 -4.858
47 H -0.306 -1.270 -3.615
48 H 0.253 -2.984 -3.983
49 C -0.909 2.178 2.853
50 O -1.409 2.252 4.145
51 C -2.642 2.398 4.354
52 O -3.483 2.384 3.455
53 O -2.897 2.787 5.598
54 C -4.246 2.957 6.042
55 H -0.851 1.224 2.498
56 H 0.112 2.738 2.941
57 H -1.557 2.601 2.323
58 H -4.260 3.440 7.043
59 H -4.632 1.930 6.373
60 H -4.945 3.535 5.348
61 C -4.861 2.960 -3.907
62 O -4.220 3.538 -2.827
63 C -3.129 4.321 -2.986
64 O -2.614 4.437 -4.031
65 O -2.781 4.918 -1.888
66 C -1.728 5.939 -1.915
67 H -5.383 3.728 -4.565
68 H -5.387 2.059 -3.446
69 H -4.136 2.498 -4.504
70 H -1.365 5.997 -0.955
71 H -2.080 6.813 -2.403
72 H -0.864 5.643 -2.392
73 C 1.088 2.951 -0.204
74 O 1.023 4.294 0.285
75 C 2.091 5.204 0.293
76 O 3.087 4.689 -0.267
77 O 1.901 6.460 0.659
78 C 2.929 7.344 0.378
79 H 1.885 2.455 0.243
80 H 1.281 2.901 -1.360
81 H 0.081 2.369 0.136
82 H 2.716 7.729 -0.590
83 H 3.874 6.840 0.571
84 H 2.916 8.026 0.987

Force components x, y, z for each atom (eV/Å):
C -1.5 2.7 1.7
O 2.6 -1.2 -2.0
C -4.5 -0.2 5.9
O 1.3 0.0 -3.5
O -0.9 -0.2 -2.2
C 4.4 -0.6 0.5
H 1.6 0.0 0.8
H 1.3 0.7 -1.2
H -0.4 -2.0 -0.3
H -3.0 0.6 2.4
H -0.5 1.5 -1.9
H -0.4 -1.2 -0.2
C 1.8 3.5 1.4
O -1.7 -1.3 0.9
C 1.4 2.6 -6.4
O -1.1 -0.7 1.3
O -1.5 -1.8 4.0
C 3.8 2.3 1.1
H -2.2 -2.5 1.4
H 1.3 -0.3 -1.8
H 0.4 -0.3 -0.1
H -1.5 -0.5 -2.8
H -0.3 -1.2 0.0
H -0.2 0.1 0.7
C -1.9 -0.3 1.6
O -1.8 -0.5 -0.9
C 1.4 1.0 0.1
O -0.6 1.3 0.9
O -1.0 -1.3 -0.6
C 3.4 0.9 3.7
H 2.6 -0.6 -1.0
H 0.0 -0.6 -0.8
H 0.6 1.4 0.6
H -0.3 -1.6 -0.5
H -1.6 0.2 -2.5
H -0.9 0.3 -0.7
C -2.8 0.0 4.8
O -1.4 -2.8 0.3
C 0.5 4.1 -1.6
O 0.1 -1.8 0.6
O -0.6 -1.4 -0.6
C -2.8 1.4 3.1
H -0.9 -0.6 -1.5
H -0.7 0.4 0.5
H 3.4 0.3 -4.7
H 2.0 1.6 -3.1
H 2.1 -1.3 0.3
H 1.0 0.0 2.0
C 6.3 0.2 4.1
O 2.9 -0.9 2.8
C -4.4 1.6 -2.1
O 0.3 -0.5 1.1
O 0.2 0.2 1.0
C -1.5 -1.1 0.9
H 0.7 -2.8 -0.6
H -1.8 -1.2 -0.7
H -4.8 4.1 -5.1
H 0.7 0.3 -0.9
H 0.1 1.2 -1.2
H 1.2 -1.1 0.7
C -0.9 -0.7 -0.4
O 0.4 1.2 3.0
C -1.7 -0.8 0.0
O 1.8 0.5 -3.0
O 0.3 0.6 1.8
C -1.8 -1.4 -1.0
H 0.0 -1.2 1.1
H -0.3 1.7 -0.9
H 1.2 -0.6 -1.4
H -0.1 0.8 2.6
H -0.5 0.9 0.1
H 1.6 -1.2 -1.9
C -1.9 -0.4 -1.8
O -1.3 3.5 1.8
C 1.6 -5.5 -4.1
O -0.8 2.7 1.9
O -2.5 -2.7 1.1
C 1.6 -6.4 -5.4
H 1.5 -0.9 0.8
H -0.7 0.2 2.1
H 2.3 1.8 -1.0
H 0.7 0.2 -1.1
H 0.3 0.0 -1.0
H -0.8 7.4 6.6

The electronic energy comes out at -2405.08079 Eh. The total charge is 0. The calculation puts the largest force on an atom at 9.97 eV/A. The multiplicity is 1. The HOMO energy comes out at -10.2 eV. The LUMO energy is 0.6 eV. The relative energy (zero: lowest compared OMol25 entry of this formula, charge and spin) comes out at 236.5 kcal per mole. The calculation puts the gap between HOMO and LUMO at 0.3947 Ha.

The computed Löwdin charges, all in e, follow:
1 C -0.075
2 O -0.051
3 C -0.529
4 O 0.066
5 O -0.034
6 C -0.084
7 H 0.089
8 H 0.093
9 H 0.126
10 H 0.162
11 H 0.130
12 H 0.101
13 C 0.055
14 O 0.036
15 C -0.657
16 O 0.059
17 O 0.020
18 C -0.081
19 H 0.050
20 H 0.072
21 H 0.113
22 H 0.135
23 H 0.098
24 H 0.107
25 C -0.008
26 O 0.011
27 C -0.635
28 O 0.131
29 O 0.042
30 C -0.084
31 H 0.157
32 H 0.069
33 H 0.066
34 H 0.034
35 H 0.143
36 H 0.109
37 C -0.021
38 O -0.038
39 C -0.540
40 O 0.074
41 O 0.018
42 C 0.024
43 H 0.133
44 H 0.069
45 H 0.032
46 H 0.034
47 H 0.124
48 H 0.092
49 C -0.010
50 O 0.056
51 C -0.644
52 O 0.090
53 O -0.003
54 C -0.059
55 H 0.061
56 H 0.156
57 H 0.013
58 H 0.087
59 H 0.112
60 H 0.116
61 C -0.084
62 O -0.035
63 C -0.659
64 O 0.159
65 O 0.042
66 C 0.028
67 H 0.127
68 H 0.121
69 H 0.058
70 H 0.068
71 H 0.098
72 H 0.069
73 C -0.060
74 O -0.082
75 C -0.480
76 O 0.055
77 O 0.040
78 C -0.019
79 H 0.051
80 H 0.120
81 H 0.127
82 H 0.115
83 H 0.121
84 H 0.006



# C21H42O7

A cluster of 7 separate species, C21H42O7 in total at a distorted geometry (wB97M-V/def2-TZVPD, OMol25).

CARTESIAN COORDINATES (ANGSTROEM)
1 C 5.510 -0.087 -1.025
2 C 4.806 -1.354 -0.562
3 O 4.832 -2.317 -1.327
4 C 4.262 -1.323 0.850
5 H 4.861 0.789 -1.015
6 H 5.916 -0.127 -2.035
7 H 6.209 0.076 -0.204
8 H 4.918 -1.852 1.541
9 H 3.245 -1.715 0.845
10 H 4.132 -0.279 1.134
11 C 3.885 3.680 4.514
12 C 3.321 2.926 3.285
13 O 3.875 2.641 2.254
14 C 1.887 2.492 3.431
15 H 3.964 2.891 5.261
16 H 3.240 4.444 4.948
17 H 4.891 4.004 4.248
18 H 1.844 1.452 3.757
19 H 1.504 2.374 2.418
20 H 1.275 3.172 4.023
21 C 1.646 -3.978 -1.495
22 C 1.320 -3.340 -2.828
23 O 0.584 -2.375 -2.880
24 C 1.943 -3.819 -4.116
25 H 2.180 -3.306 -0.823
26 H 2.282 -4.802 -1.817
27 H 0.694 -4.300 -1.072
28 H 2.914 -4.295 -3.978
29 H 1.986 -2.953 -4.777
30 H 1.293 -4.575 -4.558
31 C -2.449 4.131 4.896
32 C -2.785 3.455 3.617
33 O -3.883 3.550 3.047
34 C -1.669 2.546 3.153
35 H -1.918 3.420 5.530
36 H -3.357 4.361 5.453
37 H -1.935 5.088 4.811
38 H -2.150 1.595 2.926
39 H -0.903 2.240 3.865
40 H -1.179 3.032 2.309
41 C -1.472 -0.483 -5.103
42 C -2.000 -1.934 -5.186
43 O -2.075 -2.586 -6.277
44 C -2.563 -2.543 -3.945
45 H -1.346 -0.281 -4.039
46 H -2.133 0.211 -5.622
47 H -0.552 -0.428 -5.685
48 H -3.590 -2.177 -3.945
49 H -2.001 -2.113 -3.117
50 H -2.693 -3.626 -3.944
51 C -5.305 1.041 0.332
52 C -4.748 0.522 -0.963
53 O -4.257 1.238 -1.844
54 C -4.697 -1.012 -1.091
55 H -5.316 2.130 0.356
56 H -4.564 0.709 1.059
57 H -6.298 0.645 0.544
58 H -5.166 -1.279 -2.039
59 H -5.182 -1.517 -0.256
60 H -3.646 -1.302 -1.122
61 C 0.076 -0.183 1.614
62 C -0.493 -0.947 0.454
63 O -0.966 -2.096 0.493
64 C -0.669 -0.080 -0.769
65 H -0.582 0.646 1.876
66 H 1.093 0.188 1.488
67 H 0.163 -0.801 2.507
68 H 0.241 0.490 -0.954
69 H -1.470 0.658 -0.738
70 H -0.779 -0.653 -1.690

Force components x, y, z for each atom (eV/Å):
C -0.7 0.2 0.6
C 1.0 -0.5 -2.2
O -0.7 0.7 1.6
C -0.7 0.4 -0.6
H -0.3 0.0 0.3
H 0.3 -0.5 0.4
H 0.6 0.4 -0.4
H -0.2 0.0 0.0
H 0.1 -0.5 0.1
H 0.4 0.0 0.3
C 0.6 -1.2 -1.2
C -1.2 0.5 0.6
O 1.0 0.3 0.3
C -0.3 -0.3 -0.7
H 0.1 0.0 0.3
H 0.0 0.0 -0.5
H -0.1 0.3 0.3
H 0.1 0.1 0.7
H -0.2 0.5 0.0
H 0.0 -0.3 0.1
C 0.1 -0.6 -1.4
C 0.0 1.4 0.2
O -0.3 0.0 0.0
C 0.0 -0.2 0.2
H -0.1 0.0 -0.2
H 0.0 -0.4 1.0
H 0.2 -0.1 0.2
H 0.1 0.2 0.0
H 0.1 -0.2 -0.1
H -0.1 0.0 -0.1
C -1.1 0.4 1.3
C -1.6 0.0 -0.5
O 2.6 -0.3 1.0
C -0.5 -0.6 -0.5
H 0.4 0.3 -0.1
H -0.2 0.1 -0.2
H 0.4 -0.2 -0.3
H 0.0 0.1 -0.8
H -0.1 0.7 0.3
H -0.1 -0.4 -0.3
C -0.2 -1.4 -0.3
C -0.5 -2.0 -4.1
O 0.6 2.4 3.3
C -0.1 0.7 0.0
H 0.2 0.6 -0.3
H -0.4 -0.1 0.4
H 0.2 -0.1 0.4
H -0.2 0.4 0.4
H -0.3 -0.5 0.4
H 0.6 0.1 -0.1
C 0.3 0.6 -0.4
C 0.9 0.3 -1.5
O -1.0 -1.2 1.6
C -0.1 0.9 0.0
H -0.1 -0.1 -0.1
H -0.3 -0.2 0.5
H 0.2 -0.2 0.1
H 0.0 -0.1 0.1
H 0.0 0.0 -0.1
H 0.0 -0.1 -0.1
C 0.5 -0.9 1.3
C -2.1 -1.2 -0.7
O 1.5 2.3 0.4
C 0.8 -0.1 -1.1
H 0.1 0.1 -0.3
H -0.1 0.2 -0.6
H -0.3 -0.3 0.0
H 0.2 0.2 0.2
H -0.2 -0.1 0.5
H -0.3 -0.3 0.3

The electronic energy comes out at -1351.95688 Eh. The total charge is 0. The calculation puts the largest force on an atom at 4.55 eV/A. The multiplicity is 1. The HOMO energy comes out at -9.0 eV. The LUMO energy is 0.2 eV. The relative energy (zero: lowest compared OMol25 entry of this formula, charge and spin) comes out at 37.1 kcal per mole. The calculation puts the gap between HOMO and LUMO at 0.3366 Ha.

The computed natural (NBO) charges, all in e, follow:
1 C -0.717
2 C 0.597
3 O -0.555
4 C -0.732
5 H 0.231
6 H 0.237
7 H 0.228
8 H 0.248
9 H 0.235
10 H 0.229
11 C -0.725
12 C 0.609
13 O -0.547
14 C -0.741
15 H 0.235
16 H 0.235
17 H 0.238
18 H 0.241
19 H 0.238
20 H 0.218
21 C -0.715
22 C 0.616
23 O -0.589
24 C -0.723
25 H 0.244
26 H 0.213
27 H 0.248
28 H 0.224
29 H 0.243
30 H 0.242
31 C -0.731
32 C 0.593
33 O -0.533
34 C -0.741
35 H 0.221
36 H 0.240
37 H 0.248
38 H 0.239
39 H 0.221
40 H 0.247
41 C -0.717
42 C 0.600
43 O -0.580
44 C -0.721
45 H 0.220
46 H 0.243
47 H 0.242
48 H 0.237
49 H 0.231
50 H 0.240
51 C -0.719
52 C 0.601
53 O -0.562
54 C -0.728
55 H 0.243
56 H 0.233
57 H 0.231
58 H 0.238
59 H 0.215
60 H 0.248
61 C -0.725
62 C 0.589
63 O -0.540
64 C -0.746
65 H 0.235
66 H 0.230
67 H 0.227
68 H 0.222
69 H 0.247
70 H 0.257



# C21H43BBaO2P2

A structure of composition C21H43BBaO2P2 at a distorted geometry (wB97M-V/def2-TZVPD, OMol25).

CARTESIAN COORDINATES (ANGSTROEM)
1 P 5.029 2.170 -3.803
2 P 2.639 1.962 -5.796
3 C 5.436 2.278 -5.634
4 C 4.222 2.732 -6.448
5 H 5.773 1.277 -5.948
6 H 6.275 2.979 -5.754
7 H 4.095 3.825 -6.396
8 H 4.328 2.446 -7.506
9 C 2.589 0.524 -6.951
10 H 1.600 0.054 -6.881
11 H 3.354 -0.210 -6.667
12 H 2.765 0.867 -7.980
13 C 1.462 3.057 -6.683
14 H 1.708 3.103 -7.753
15 H 1.509 4.062 -6.245
16 H 0.449 2.656 -6.552
17 C 6.515 1.218 -3.296
18 H 6.548 1.187 -2.199
19 H 7.428 1.691 -3.683
20 H 6.432 0.194 -3.680
21 C 5.626 3.852 -3.340
22 H 4.919 4.611 -3.698
23 H 6.618 4.029 -3.779
24 H 5.688 3.911 -2.246
25 Ba -0.921 0.260 0.504
26 C -0.296 1.131 -2.383
27 C 0.129 -0.125 -2.619
28 C 1.528 -0.562 -2.907
29 C 2.340 -1.061 -1.672
30 C 2.212 -0.224 -0.441
31 C 2.040 1.108 -0.407
32 C 1.999 2.041 -1.576
33 C 0.566 2.334 -2.109
34 C 0.355 -0.386 2.701
35 H -1.372 1.357 -2.488
36 H -0.616 -0.931 -2.698
37 H 2.102 0.217 -3.432
38 H 1.475 -1.417 -3.604
39 H 2.012 -2.082 -1.416
40 H 3.396 -1.167 -1.984
41 H 2.322 -0.771 0.507
42 H 1.948 1.608 0.570
43 H 2.649 1.722 -2.406
44 H 2.418 3.009 -1.250
45 H 0.051 2.997 -1.383
46 H 0.657 2.952 -3.024
47 H -0.270 0.085 3.486
48 H 1.377 0.011 2.766
49 H 0.383 -1.468 2.921
50 C -2.909 -1.817 3.625
51 C -3.469 -2.587 2.437
52 C -3.808 -3.993 2.844
53 O -2.388 -2.704 1.475
54 B -2.776 -1.932 0.454
55 O -3.763 -0.999 0.716
56 C -4.564 -1.779 1.649
57 C -5.538 -2.644 0.848
58 C -5.376 -0.817 2.461
59 H -1.973 -2.280 3.951
60 H -3.615 -1.842 4.466
61 H -2.692 -0.761 3.400
62 H -2.914 -4.474 3.251
63 H -4.574 -3.993 3.629
64 H -4.171 -4.593 2.005
65 H -6.182 -3.232 1.519
66 H -6.220 -1.985 0.290
67 H -5.075 -3.330 0.125
68 H -4.760 -0.088 2.990
69 H -6.062 -0.275 1.804
70 H -5.982 -1.367 3.190

Force components x, y, z for each atom (eV/Å):
P 0.7 0.0 -0.3
P 0.0 0.2 -0.6
C -0.1 -0.1 0.3
C -0.3 -0.1 0.1
H -0.1 0.3 0.0
H -0.1 -0.3 -0.1
H 0.1 -0.3 0.0
H 0.0 0.3 0.2
C -0.1 0.0 0.1
H 0.3 0.0 -0.1
H -0.2 0.1 -0.1
H -0.1 -0.2 0.2
C -0.1 0.0 -0.1
H -0.2 0.1 0.2
H -0.1 -0.2 -0.1
H 0.2 0.2 -0.1
C 0.1 0.1 0.1
H 0.1 -0.1 -0.2
H -0.1 -0.2 0.1
H 0.1 0.2 0.1
C -0.1 0.0 0.1
H 0.2 -0.1 0.1
H -0.2 0.1 0.2
H 0.0 0.1 -0.2
Ba -0.5 -0.2 0.0
C 0.0 -0.3 -0.6
C -0.7 0.3 -0.3
C 0.9 -0.4 0.0
C -0.2 -0.4 -0.5
C 0.4 0.6 0.5
C 0.1 -0.4 0.5
C 0.0 0.6 -0.6
C 0.4 0.4 0.0
C -0.1 -0.1 0.0
H 0.4 -0.4 0.4
H 0.1 0.5 0.0
H -0.4 -0.3 0.2
H 0.0 0.3 0.2
H 0.0 0.3 -0.1
H -0.3 0.1 0.2
H -0.3 0.4 -0.3
H 0.1 -0.4 -0.2
H -0.3 0.1 0.5
H -0.1 -0.3 -0.1
H 0.1 -0.3 -0.2
H 0.0 -0.2 0.3
H 0.3 -0.1 0.0
H 0.0 0.0 0.3
H 0.0 0.3 0.0
C -0.1 0.2 0.4
C 0.1 0.3 0.5
C -0.5 -0.4 0.3
O -1.1 -0.7 0.8
B 3.4 1.5 -3.8
O -1.0 -0.8 0.8
C -0.3 0.0 0.5
C -0.5 -0.3 -0.1
C -0.4 0.2 0.6
H -0.1 0.0 -0.1
H 0.1 0.1 -0.1
H 0.0 -0.4 -0.1
H -0.1 0.1 -0.1
H 0.0 -0.1 -0.1
H 0.1 0.1 0.1
H 0.2 0.1 -0.1
H 0.3 -0.1 0.0
H 0.1 0.2 0.3
H -0.1 -0.1 0.0
H 0.1 0.0 0.1
H 0.0 0.2 0.0

The electronic energy comes out at -1709.38005 Eh. The total charge is 0. The calculation puts the largest force on an atom at 5.30 eV/A. The multiplicity is 1. The HOMO energy comes out at -5.1 eV. The LUMO energy is -0.2 eV. The calculation puts the gap between HOMO and LUMO at 0.1817 Ha.

The computed Löwdin charges, all in e, follow:
1 P 0.815
2 P 0.806
3 C -0.442
4 C -0.443
5 H 0.075
6 H 0.072
7 H 0.075
8 H 0.073
9 C -0.307
10 H 0.035
11 H 0.035
12 H 0.036
13 C -0.325
14 H 0.039
15 H 0.032
16 H 0.033
17 C -0.322
18 H 0.034
19 H 0.039
20 H 0.033
21 C -0.307
22 H 0.034
23 H 0.036
24 H 0.035
25 Ba 1.609
26 C -0.240
27 C -0.151
28 C -0.191
29 C -0.167
30 C -0.158
31 C -0.188
32 C -0.214
33 C -0.201
34 C -0.472
35 H 0.105
36 H 0.109
37 H 0.054
38 H 0.119
39 H 0.117
40 H 0.121
41 H 0.105
42 H 0.102
43 H 0.027
44 H 0.115
45 H 0.104
46 H 0.111
47 H -0.081
48 H -0.085
49 H -0.065
50 C -0.020
51 C -0.487
52 C -0.014
53 O 0.026
54 B -0.777
55 O -0.054
56 C -0.507
57 C -0.025
58 C -0.025
59 H 0.097
60 H 0.094
61 H 0.079
62 H 0.098
63 H 0.095
64 H 0.089
65 H 0.093
66 H 0.094
67 H 0.096
68 H 0.083
69 H 0.093
70 H 0.100